1.
Entry from OMol25: C58H45AsKN7O2S4Te as an isolated structure (ωB97M-V/def2-TZVPD).

ΔE to the lowest compared entry with this formula, charge and spin in kJ/mol: 26.2
Net charge: -2
Multiplicity: 1

Positions of all 119 atoms, in Å:
K 0.340 -0.234 -0.117
O 0.495 4.160 -6.598
C -0.425 4.231 -5.763
O -1.430 4.969 -5.721
C -0.304 3.240 -4.577
C 0.774 2.384 -4.451
C 0.867 1.557 -3.332
N -0.106 1.488 -2.422
C -1.187 2.256 -2.580
C -1.300 3.175 -3.615
C -2.321 2.017 -1.632
C -3.477 2.804 -1.659
C -4.547 2.460 -0.854
C -4.455 1.335 -0.046
C -3.263 0.631 -0.060
N -2.218 0.969 -0.811
C 2.059 0.680 -3.110
C 3.230 0.850 -3.841
C 4.279 -0.033 -3.641
C 4.146 -1.042 -2.704
C 2.958 -1.112 -1.993
N 1.939 -0.283 -2.193
H 1.510 2.387 -5.242
H -2.140 3.843 -3.743
H -3.542 3.666 -2.306
H -5.450 3.058 -0.865
H -5.278 1.020 0.582
H -3.139 -0.257 0.554
H 3.325 1.658 -4.553
H 5.190 0.068 -4.219
H 4.936 -1.755 -2.515
H 2.819 -1.875 -1.236
C -1.932 3.038 2.150
C -2.257 1.697 2.720
N -1.491 0.658 2.658
C -2.073 -0.451 3.231
C -3.315 -0.238 3.744
S -3.770 1.398 3.529
C -1.362 -1.738 3.220
C -1.680 -2.801 4.001
S -0.648 -4.113 3.640
C 0.175 -3.138 2.446
N -0.312 -1.936 2.346
C 1.281 -3.729 1.658
H -0.888 3.044 1.850
H -2.095 3.829 2.882
H -2.554 3.238 1.273
H -3.976 -0.947 4.216
H -2.442 -2.871 4.760
H 1.606 -4.678 2.085
H 2.120 -3.028 1.623
H 0.959 -3.905 0.624
S 3.391 -0.854 1.264
C 4.095 -0.105 2.662
C 5.261 -0.581 3.286
C 5.837 0.109 4.339
C 5.266 1.285 4.817
C 4.092 1.753 4.239
C 3.505 1.073 3.179
As 1.832 1.511 2.285
C 2.514 2.460 0.704
C 3.859 2.494 0.346
C 4.261 3.129 -0.821
C 3.325 3.742 -1.648
C 1.984 3.721 -1.299
C 1.588 3.078 -0.132
C 1.469 3.151 3.359
C 0.664 2.993 4.487
C 0.395 4.057 5.338
C 0.931 5.310 5.068
C 1.733 5.485 3.947
C 1.998 4.414 3.101
H 5.704 -1.497 2.915
H 6.745 -0.272 4.797
H 5.730 1.834 5.628
H 3.635 2.655 4.629
H 4.593 2.006 0.975
H 5.310 3.136 -1.093
H 3.636 4.220 -2.569
H 1.244 4.183 -1.943
H 0.531 3.052 0.120
H 0.245 2.013 4.697
H -0.231 3.913 6.211
H 0.726 6.145 5.728
H 2.159 6.459 3.735
H 2.630 4.562 2.233
S -5.827 -3.613 -2.551
C -4.225 -2.976 -2.082
C -3.573 -3.434 -0.950
C -2.346 -2.870 -0.628
N -1.764 -1.919 -1.355
C -2.388 -1.515 -2.458
C -3.620 -2.002 -2.862
C -6.768 -2.967 -1.178
C -7.058 -3.752 -0.072
C -7.801 -3.196 0.960
N -8.263 -1.947 0.953
C -7.971 -1.203 -0.114
C -7.234 -1.660 -1.196
H -3.999 -4.209 -0.326
H -1.813 -3.186 0.263
H -1.876 -0.753 -3.036
H -4.106 -1.626 -3.753
H -6.711 -4.775 -0.020
H -8.041 -3.784 1.840
H -8.352 -0.187 -0.100
H -7.016 -1.014 -2.036
Te 0.393 -4.148 -2.201
C 2.216 -5.171 -2.552
C 3.072 -4.796 -3.596
C 4.272 -5.458 -3.829
C 4.658 -6.523 -3.023
C 3.826 -6.910 -1.979
C 2.628 -6.243 -1.749
H 2.788 -3.965 -4.231
H 4.909 -5.141 -4.648
H 5.595 -7.038 -3.201
H 4.110 -7.739 -1.340
H 1.993 -6.555 -0.928

***

2.
Entry from OMol25: C58H45N3O4P2RuS6 as an isolated structure (ωB97M-V/def2-TZVPD).

Net charge: +2
Multiplicity: 1

Positions of all 119 atoms, in Å:
Ru -0.930 0.422 0.406
O 1.098 -2.095 0.620
S -0.085 -1.602 -0.126
C -1.314 -2.876 0.051
C -1.034 -4.199 -0.287
C -1.973 -5.178 -0.026
C -3.164 -4.844 0.612
C -3.389 -3.545 1.031
C -2.458 -2.538 0.766
P -2.583 -0.893 1.604
C -2.115 -1.426 3.314
C -2.304 -0.578 4.408
C -2.005 -0.985 5.701
C -1.501 -2.257 5.932
C -1.276 -3.102 4.855
C -1.572 -2.690 3.561
C -4.401 -0.746 1.683
C -5.107 -1.119 0.540
C -6.476 -1.320 0.606
C -7.169 -1.073 1.782
C -6.483 -0.635 2.902
C -5.102 -0.497 2.861
C 0.441 -1.505 -1.843
C 0.583 -2.608 -2.676
C 1.218 -2.459 -3.898
C 1.731 -1.226 -4.280
C 1.579 -0.128 -3.451
C 0.928 -0.254 -2.227
P 0.636 1.208 -1.164
C 2.278 1.621 -0.485
C 3.333 0.714 -0.601
C 4.593 1.028 -0.104
C 4.806 2.235 0.547
C 3.750 3.126 0.705
C 2.496 2.822 0.194
C 0.332 2.464 -2.441
C 1.090 3.632 -2.561
C 0.900 4.479 -3.640
C -0.019 4.153 -4.628
C -0.739 2.973 -4.536
C -0.566 2.133 -3.448
H -0.078 -4.473 -0.706
H -1.773 -6.204 -0.305
H -3.898 -5.610 0.823
H -4.283 -3.316 1.593
H -2.722 0.409 4.272
H -2.189 -0.312 6.529
H -1.293 -2.588 6.941
H -0.893 -4.102 5.020
H -1.393 -3.382 2.750
H -4.586 -1.315 -0.390
H -7.003 -1.666 -0.268
H -8.239 -1.228 1.824
H -7.013 -0.435 3.824
H -4.593 -0.226 3.771
H 0.188 -3.573 -2.411
H 1.311 -3.313 -4.555
H 2.228 -1.118 -5.234
H 1.939 0.843 -3.766
H 3.189 -0.227 -1.115
H 5.412 0.334 -0.242
H 5.791 2.487 0.918
H 3.908 4.074 1.204
H 1.688 3.534 0.315
H 1.848 3.884 -1.836
H 1.486 5.386 -3.719
H -0.161 4.810 -5.475
H -1.449 2.702 -5.305
H -1.104 1.200 -3.417
O 0.450 0.487 1.986
C 0.787 0.990 3.060
C 2.097 0.375 3.644
C 2.974 -0.117 2.550
C 3.079 -1.454 2.428
C 2.279 -2.111 3.388
S 1.481 -1.145 4.466
C 0.040 1.936 3.841
C -1.298 2.222 3.624
C -1.819 3.161 4.521
C -0.864 3.600 5.403
S 0.644 2.880 5.169
C 2.925 1.240 4.560
C 3.583 2.377 4.176
C 4.294 2.972 5.246
C 4.176 2.265 6.406
S 3.209 0.877 6.213
H 3.492 0.604 1.930
H 3.656 -1.981 1.685
H 2.165 -3.186 3.459
H -1.856 1.768 2.821
H -2.839 3.514 4.513
H -0.983 4.336 6.184
H 3.542 2.783 3.174
H 4.870 3.881 5.161
H 4.617 2.484 7.365
N -9.321 0.525 -1.754
C -7.958 0.579 -1.846
C -7.264 -0.266 -2.720
C -5.885 -0.239 -2.774
C -5.175 0.646 -1.975
C -5.853 1.522 -1.132
C -7.225 1.474 -1.047
S -3.467 0.848 -2.283
O -3.384 2.087 -3.017
O -2.967 -0.369 -2.867
N -2.643 1.067 -0.875
C -2.411 2.349 -0.489
S -2.793 3.909 -1.131
C -1.740 4.621 0.055
C -1.144 3.678 0.812
N -1.579 2.403 0.523
H -9.845 0.008 -2.436
H -9.816 1.241 -1.255
H -7.815 -0.947 -3.358
H -5.351 -0.884 -3.462
H -5.309 2.249 -0.540
H -7.750 2.148 -0.381
H -1.605 5.688 0.102
H -0.416 3.843 1.590

***

For reference, LUMO energy by record: 3.05 -6.77 eV.
For reference, E_HOMO by record: -0.0624 -0.4276 hartree.
For reference, Kohn-Sham gap by record: 4.749 4.866 eV.